[1]
Entry from OMol25: a 2-piece molecular cluster, C4H9NO2 overall (the ωB97M-V functional and the def2-TZVPD basis).

XYZ file:
```
16
Properties=species:S:1:pos:R:3:forces:R:3
H -1.2682 0.0080 -2.1471 0.12 0.00 -0.09
C 1.1772 0.5079 -1.3433 0.00 0.32 0.05
H 0.6889 0.0089 3.5744 -0.11 -0.02 -0.09
C -0.4647 -0.0466 -2.8873 -0.22 0.03 -0.16
C -0.0050 0.0784 1.5362 -0.08 -0.10 -0.16
H -0.6530 -0.8495 -3.6004 0.00 0.13 0.09
C -0.2021 -0.2400 2.9892 -0.02 -0.07 0.05
H -1.0319 0.3556 3.3868 0.12 -0.04 -0.03
H 2.0401 0.1004 -0.7987 -0.04 0.07 -0.11
N -0.3215 -0.6601 0.5532 0.01 0.06 0.40
H -0.4372 -1.3005 3.1263 0.01 0.16 0.01
O 0.7581 -0.3855 -2.2374 0.13 0.08 0.07
H -0.3770 0.9140 -3.4002 -0.03 -0.12 0.05
O 0.7164 1.6090 -1.1701 0.19 -0.45 -0.11
H 0.4425 1.0485 1.2919 -0.10 -0.10 0.05
H -0.7269 -1.5413 0.8793 0.03 0.03 -0.01
```
Positions in Å, forces in eV/Å.

Output
SMILES string = [H]/N=C\C.COC=O
Calculated total energy = -363.0204 a.u.

Results of the natural (NBO) charge analysis, in e, for atoms 1 through 6: number 1, H, carries 0.20; number 2, C, carries 0.67; number 3, H, carries 0.23; number 4, C, carries -0.27; number 5, C, carries 0.15; number 6, H, carries 0.19

---

[2]
Entry from OMol25: a 2-piece molecular cluster, C4H9NO2 overall (the ωB97M-V functional and the def2-TZVPD basis).

XYZ file:
```
16
Properties=species:S:1:pos:R:3:forces:R:3
H -2.9175 -0.0719 1.6339 0.14 0.02 -0.14
C -1.8698 -0.1224 1.3277 0.05 0.00 -0.02
H 3.1782 -0.7053 -0.1153 -0.13 0.07 -0.11
C 0.5677 -0.6463 -0.1982 0.07 0.06 0.34
H -1.1615 2.2179 -0.5232 0.03 0.06 -0.05
C 2.7243 0.0096 -0.8063 0.22 0.07 0.01
O 1.4158 -0.4017 -1.2014 -0.16 0.02 0.04
H 2.6857 0.9934 -0.3283 0.00 -0.16 -0.05
H -1.3118 -0.7309 2.0412 -0.06 0.01 -0.05
H -0.9486 1.8252 -1.1163 0.00 0.05 0.00
O 0.8900 -0.6278 0.9699 -0.16 -0.04 -0.41
N -0.6975 -0.9590 -0.7423 -0.19 0.08 0.28
H -2.6806 -1.0057 -0.5418 0.16 0.03 0.11
H -1.4272 0.8795 1.3844 -0.06 -0.20 -0.09
C -1.7438 -0.7173 -0.0523 0.11 -0.10 0.02
H 3.2966 0.0627 -1.7317 -0.03 0.02 0.13
```
Positions in Å, forces in eV/Å.

Output
SMILES string = C/C=N\C(=O)OC.[H][H]
Calculated total energy = -363.0009 a.u.

Results of the natural (NBO) charge analysis, in e, for atoms 1 through 6: number 1, H, carries 0.22; number 2, C, carries -0.72; number 3, H, carries 0.20; number 4, C, carries 0.86; number 5, H, carries -0.01; number 6, C, carries -0.26

---

[3]
Entry from OMol25: C4H9NO2 as an isolated structure (the ωB97M-V functional and the def2-TZVPD basis).

XYZ file:
```
16
Properties=species:S:1:pos:R:3:forces:R:3
N 0.1082 1.6710 -0.0963 0.76 -0.61 -5.31
H 0.8589 2.1942 0.2358 1.38 1.00 1.62
C -1.2413 -0.3246 0.0477 1.39 -6.90 -0.96
H 1.3733 -0.6817 -1.2295 -1.01 1.33 -2.81
C 0.1843 0.2459 0.2951 -3.91 0.64 2.86
H 2.7192 -0.4051 1.1667 1.44 -0.20 2.27
H 0.4542 1.8148 -1.2568 -1.74 -1.05 3.92
O -2.1934 0.5105 -0.0494 -0.36 3.54 0.38
O -1.4262 -1.5985 -0.0291 0.73 4.88 0.36
H 3.4279 -1.0294 -0.6185 -1.95 2.37 2.94
C 2.6770 -0.2268 0.1524 1.30 -2.77 -3.96
H 3.0075 0.7826 -0.1680 -0.67 -0.54 0.34
C 1.2395 -0.6702 -0.1992 3.71 10.53 -0.24
H -0.1429 0.3114 1.5534 2.17 -0.31 -2.91
H -1.7004 1.4313 0.0614 -1.09 -1.59 -0.48
H 1.0441 -1.5572 -0.2185 -2.16 -10.33 1.98
```
Positions in Å, forces in eV/Å.

Output
Calculated total energy = -362.9156 a.u.

Results of the natural (NBO) charge analysis, in e, for atoms 1 through 6: number 1, N, carries -0.85; number 2, H, carries 0.37; number 3, C, carries 0.76; number 4, H, carries 0.22; number 5, C, carries -0.13; number 6, H, carries 0.20

---

[4]
Entry from OMol25: a 3-piece molecular cluster, C4H9NO2 overall (the ωB97M-V functional and the def2-TZVPD basis).

XYZ file:
```
16
Properties=species:S:1:pos:R:3:forces:R:3
O -0.5472 -1.9109 -0.0789 -0.43 -0.37 0.04
H 2.3891 -2.3633 3.2568 -0.56 1.01 -3.32
H -0.3906 2.2388 0.0694 1.22 -1.36 -1.20
H 0.7576 -0.3177 -1.1801 -0.52 -0.51 -0.12
C -0.2024 1.5089 -0.8493 -2.68 5.84 -1.89
C -1.5924 0.9150 -1.1966 1.43 -0.43 0.63
H -2.2508 0.7150 -0.3785 -0.14 0.52 1.11
C 0.7750 0.3406 -0.3290 5.05 -3.11 3.95
C -0.1383 -1.3800 0.9349 -1.58 -2.75 1.41
H -0.2983 -1.8210 1.9912 0.07 0.29 -1.50
H -1.5208 -0.0534 -1.5975 0.32 -1.28 -1.14
H -2.0285 1.5783 -1.8828 -0.66 0.82 -0.91
H 1.8314 0.7804 -0.2827 -1.87 0.16 0.04
H 2.2459 -2.1024 2.4155 0.60 -1.02 3.34
O 0.4012 2.1348 -1.8804 -1.39 -2.35 3.18
N 0.5692 -0.2630 0.9879 1.15 4.55 -3.62
```
Positions in Å, forces in eV/Å.

Output
Calculated total energy = -362.7773 a.u.

Results of the natural (NBO) charge analysis, in e, for atoms 1 through 6: number 1, O, carries -0.52; number 2, H, carries 0.01; number 3, H, carries 0.21; number 4, H, carries 0.24; number 5, C, carries 0.13; number 6, C, carries -0.64

---

[5]
Entry from OMol25: an isolated molecule of C4H9NO3 (the ωB97M-V functional and the def2-TZVPD basis).

XYZ file:
```
17
Properties=species:S:1:pos:R:3:forces:R:3
O 0.8249 -0.4321 1.8996 4.31 0.87 1.20
N -1.7572 0.4541 1.0102 -1.10 0.64 -1.59
C 0.8389 -0.7704 0.4635 1.70 -1.87 0.81
H -2.8096 0.6370 0.9323 2.14 -0.22 0.52
H 0.5083 -1.1558 -1.7926 0.39 2.14 -1.53
H 1.8680 -0.2715 2.3541 -4.69 -0.71 -2.53
H -0.1462 0.2777 -2.9108 1.24 -0.37 3.62
O -1.0867 1.4128 1.7892 1.16 -0.78 0.25
C 0.2485 0.3191 -0.4983 -0.41 0.28 0.98
O -2.0767 -0.3084 -1.0415 1.26 0.60 -0.55
C -1.2612 0.2297 -0.3102 -2.07 -0.77 1.84
H 1.9146 -1.0502 0.1965 -1.36 0.75 -0.01
H 0.3132 -1.7862 0.4529 0.17 1.60 -0.48
C 0.5736 0.0359 -1.9047 0.94 -3.56 -5.67
H -0.2659 0.8668 2.0465 -1.32 0.94 0.00
H 0.6895 1.2482 -0.2187 -0.21 0.97 0.72
H 1.6240 0.2933 -2.4679 -2.15 -0.50 2.43
```
Positions in Å, forces in eV/Å.

Output
SMILES string = C[C@H](CO)C(=O)NO
Calculated total energy = -438.1469 a.u.

Results of the natural (NBO) charge analysis, in e, for atoms 1 through 6: number 1, O, carries -0.76; number 2, N, carries -0.36; number 3, C, carries -0.06; number 4, H, carries 0.39; number 5, H, carries 0.21; number 6, H, carries 0.50

---

[6]
Entry from OMol25: a 2-piece molecular cluster, C4H9NO3 overall (the ωB97M-V functional and the def2-TZVPD basis).

XYZ file:
```
17
Properties=species:S:1:pos:R:3:forces:R:3
H -0.9640 -1.1795 -1.5068 -0.97 -1.04 -0.22
H 0.9347 0.1819 -1.6985 -0.78 0.17 0.33
H 0.2045 2.1425 -0.6353 -0.83 -0.17 0.03
H 1.8549 -2.4233 -1.0418 0.52 0.93 -0.20
C 0.8529 -0.3887 -0.7696 1.86 -0.80 2.10
H -2.8102 0.8569 0.4160 -0.22 0.47 0.64
O -0.0316 2.3788 1.3995 -0.92 -1.21 -2.13
H 0.6217 -0.0628 1.2409 -0.01 -0.36 1.08
O -2.5073 0.3866 -0.3488 1.17 2.65 -0.99
H 2.6850 -1.3234 0.2357 -2.11 -0.64 -1.37
H -2.8065 -0.4688 -0.2496 -1.05 -2.94 0.42
C -0.3790 -1.2712 -0.5947 0.77 1.61 -0.67
H 3.0064 -0.8770 -1.2441 -1.13 -0.71 -1.14
N 0.9145 0.5029 0.4775 -1.36 0.49 -3.28
C 2.1005 -1.3649 -0.8058 1.98 1.21 2.97
O -0.6429 -1.8231 0.4362 -0.17 -0.36 -0.29
C 0.1467 1.7072 0.3778 3.26 0.69 2.73
```
Positions in Å, forces in eV/Å.

Output
SMILES string = C[C@@H](C=O)NC=O.O
Calculated total energy = -438.2292 a.u.

Results of the natural (NBO) charge analysis, in e, for atoms 1 through 6: number 1, H, carries 0.12; number 2, H, carries 0.22; number 3, H, carries 0.12; number 4, H, carries 0.23; number 5, C, carries -0.18; number 6, H, carries 0.48

---

[7]
Entry from OMol25: a 2-piece molecular cluster, C4H9NO3 overall (the ωB97M-V functional and the def2-TZVPD basis).

XYZ file:
```
17
Properties=species:S:1:pos:R:3:forces:R:3
C -0.5720 1.3424 0.1759 1.91 3.10 -1.11
H -1.0893 -1.2742 -2.2963 0.08 -0.03 0.08
H -2.3172 -2.0762 -1.3254 0.31 -0.10 0.43
O -0.9522 -0.8772 -0.2495 2.16 -0.29 -0.08
C 1.6220 1.3802 1.2869 -0.29 -0.59 0.29
H 0.8603 -0.9124 -1.4120 0.17 0.13 0.35
C -1.7270 -1.1608 -1.4138 0.19 0.01 -0.76
H 1.3384 2.2839 1.8309 0.05 0.11 -0.22
N 1.1489 -1.7358 0.5116 -0.03 1.47 -0.78
C 0.5372 -1.0997 -0.3879 -2.73 -2.26 0.56
H 2.6886 1.3868 1.0520 -0.26 0.16 -0.15
O 0.8989 1.2166 0.0696 -2.34 0.53 -0.26
H 1.4552 0.5263 1.9500 -0.01 -0.05 0.03
H -2.4412 -0.3759 -1.6738 0.28 0.36 0.50
O -1.1957 1.8596 -0.7228 1.03 -1.61 1.54
H -0.8479 1.3190 1.2389 -0.35 -0.63 -0.17
H 0.5932 -1.8027 1.3656 -0.16 -0.32 -0.24
```
Positions in Å, forces in eV/Å.

Output
SMILES string = [H]/N=C\OC.COC=O
Calculated total energy = -438.1996 a.u.

Results of the natural (NBO) charge analysis, in e, for atoms 1 through 6: number 1, C, carries 0.68; number 2, H, carries 0.17; number 3, H, carries 0.19; number 4, O, carries -0.59; number 5, C, carries -0.27; number 6, H, carries 0.18

---

[8]
Entry from OMol25: C4H9NO3 as an isolated structure (the ωB97M-V functional and the def2-TZVPD basis).

XYZ file:
```
17
Properties=species:S:1:pos:R:3:forces:R:3
H 0.1765 -2.1222 -0.9876 -0.78 -0.85 0.15
H -0.0456 3.1451 1.4941 0.01 -0.06 0.00
H -1.5635 -2.6525 -3.0851 -0.03 0.03 -0.20
O -0.1238 -0.2392 -1.2237 0.61 1.07 1.32
H 1.4899 0.2786 0.2125 0.10 -0.50 -0.09
O 1.1532 2.6762 -0.0220 0.93 -0.92 0.15
H -0.5624 -0.4397 -2.0834 -0.30 -1.05 -0.18
C 0.5277 2.3562 0.9575 -0.05 2.45 2.10
H 1.8037 -0.3131 1.8844 -0.48 -0.37 -0.02
O -1.4403 -1.7805 -2.7062 0.48 0.02 0.74
C -0.3349 -1.3045 -0.3611 -0.38 2.15 -1.49
H -0.6459 0.8534 2.2727 0.20 0.68 0.28
N 0.2013 -1.2662 0.8622 0.54 -0.29 -0.26
C 1.0357 -0.1649 1.1158 0.31 1.33 0.04
H -1.4199 -1.4960 -0.3904 -0.11 -1.07 -0.01
H -0.3744 1.4388 0.5252 -1.75 -2.64 0.52
C 0.1229 1.0303 1.5351 0.70 0.03 -3.05
```
Positions in Å, forces in eV/Å.

Output
Calculated total energy = -437.9872 a.u.

Results of the natural (NBO) charge analysis, in e, for atoms 1 through 6: number 1, H, carries 0.39; number 2, H, carries 0.14; number 3, H, carries 0.44; number 4, O, carries -0.70; number 5, H, carries 0.27; number 6, O, carries -0.53